No. 1
{
  "formula": "C4H12BNO",
  "method": "ωB97M-V/def2-TZVPD",
  "total_energy_ha": -314.385221,
  "orbital_gap_ev": [8.3, 8.7],
  "homo_energy_ev": [-8.2, -8.8],
  "e_above_lowest_kj_mol": 424.36,
  "e_lumo_ev": [0.18, -0.08],
  "elements": ["B", "C", "C", "C", "C", "N", "O", "H", "H", "H", "H", "H", "H", "H", "H", "H", "H", "H", "H"],
  "positions_angstrom": [[1.5053, 0.5313, -0.1244], [-2.3059, 1.1331, 0.5111], [-0.0491, -2.2467, -1.3559], [-0.9085, 0.5358, 0.9424], [0.1559, 1.1102, 0.0646], [2.0547, -0.3688, 0.8497], [2.2293, 0.8633, -1.2504], [-2.4744, 2.1795, 0.5970], [-3.0818, 0.6150, 0.9422], [-2.4854, 0.9441, -0.5554], [0.8460, -2.5875, -1.8429], [0.0798, -1.7304, -0.4334], [-1.0938, -2.1204, -1.5993], [-0.7934, 0.6876, 1.9984], [-0.8947, -0.5629, 0.7506], [-0.1837, 1.9133, -0.4976], [1.4160, -0.5696, 1.6298], [2.9182, -0.9151, 0.6898], [3.0654, 0.5884, -1.3165]]
}


No. 2
{
  "formula": "C9H18S2",
  "method": "ωB97M-V/def2-TZVPD",
  "total_energy_ha": -1149.769442,
  "orbital_gap_ev": [4.2, 5.4],
  "homo_energy_ev": [-3.6, -8.2],
  "e_lumo_ev": [0.60, -2.81],
  "spin_multiplicity": 3,
  "elements": ["C", "C", "C", "C", "C", "C", "C", "C", "C", "S", "S", "H", "H", "H", "H", "H", "H", "H", "H", "H", "H", "H", "H", "H", "H", "H", "H", "H", "H"],
  "positions_angstrom": [[-0.7978, 0.4875, -0.1599], [0.2679, -0.2906, -0.2423], [-1.6997, 1.7600, -2.2775], [-1.7074, 0.4617, 2.1568], [1.9495, -2.0042, 0.8806], [2.7646, 0.9562, -0.3091], [-0.9983, 1.7832, -0.9066], [-1.9124, -0.1031, 0.7316], [0.5146, -2.1154, 0.4852], [-0.0816, -3.1229, -0.9155], [1.5912, 0.0422, -1.4032], [-1.1799, 0.9630, -2.8051], [-1.6643, 2.6778, -2.6710], [-2.7032, 1.3544, -2.0605], [-0.8115, -0.1109, 2.6780], [-2.5233, 0.4539, 2.8187], [-1.5127, 1.5408, 2.2730], [2.5904, -1.6699, 0.1586], [2.3907, -3.0364, 1.1040], [2.0474, -1.3494, 1.6759], [3.5384, 1.3416, -0.8965], [3.2557, 0.2737, 0.3185], [2.3381, 1.8897, -0.0420], [-0.0532, 2.1351, -1.1019], [-1.5536, 2.2961, -0.1227], [-2.0190, -1.1742, 0.7172], [-2.8592, 0.2388, 0.1318], [-0.3531, -2.2437, 1.1544], [1.1819, -3.4351, -1.3704]]
}


No. 3
{
  "formula": "C5H6OS",
  "method": "ωB97M-V/def2-TZVPD",
  "total_energy_ha": -667.439975,
  "smiles": "O=C1CC[C@H]2S[C@H]12",
  "orbital_gap_ev": 9.7,
  "homo_energy_ev": -9.2,
  "e_above_lowest_kj_mol": 257.72,
  "e_lumo_ev": 0.52,
  "elements": ["O", "C", "C", "C", "C", "S", "C", "H", "H", "H", "H", "H", "H"],
  "positions_angstrom": [[-0.6449, 1.5802, -1.8967], [-0.5490, 0.8358, -0.9509], [0.3824, 1.0847, 0.2999], [0.6388, -0.3442, 0.9756], [0.2115, -1.1818, -0.2432], [-1.0437, -2.2834, -0.8846], [-1.1316, -0.5241, -0.5985], [-0.0708, 1.7439, 0.9873], [1.3324, 1.6165, -0.0449], [0.0081, -0.5420, 1.8170], [1.6441, -0.5351, 1.3191], [0.9406, -1.0380, -1.0921], [-1.7179, -0.4125, 0.3120]]
}


No. 4
{
  "formula": "C16H54N4O9",
  "method": "ωB97M-V/def2-TZVPD",
  "total_energy_ha": -1537.995935,
  "smiles": "COC[C@H](C)N.COC[C@H](C)N.COC[C@H](C)N.COC[C@H](C)N.O.O.O.O.O",
  "orbital_gap_ev": 9.2,
  "homo_energy_ev": -9.2,
  "e_above_lowest_kj_mol": 405.65,
  "e_lumo_ev": 0.05,
  "elements": ["C", "O", "C", "C", "C", "N", "H", "H", "H", "H", "H", "H", "H", "H", "H", "H", "H", "C", "O", "C", "C", "C", "N", "H", "H", "H", "H", "H", "H", "H", "H", "H", "H", "H", "C", "O", "C", "C", "C", "N", "H", "H", "H", "H", "H", "H", "H", "H", "H", "H", "H", "C", "O", "C", "C", "C", "N", "H", "H", "H", "H", "H", "H", "H", "H", "H", "H", "H", "O", "H", "H", "O", "H", "H", "O", "H", "H", "O", "H", "H", "O", "H", "H"],
  "positions_angstrom": [[-1.8457, -5.7271, -2.4338], [-0.5411, -6.0041, -1.9622], [-0.3010, -5.7693, -0.6364], [1.0197, -6.3508, -0.2581], [1.3151, -6.0182, 1.2349], [2.1101, -5.7686, -1.0550], [-2.6079, -6.4317, -2.1011], [-1.7951, -6.0041, -3.4868], [-2.2271, -4.7284, -2.2214], [-0.4276, -4.7207, -0.3671], [-1.0363, -6.2209, 0.0296], [0.9818, -7.4372, -0.3382], [1.6842, -4.9928, 1.2542], [1.8795, -6.8197, 1.7114], [0.4454, -6.0318, 1.8917], [1.9660, -6.1855, -1.9636], [2.9517, -6.2531, -0.7774], [0.7866, -2.3346, -6.7220], [1.2182, -2.2595, -8.0542], [1.5891, -3.4367, -8.6469], [2.1774, -2.9825, -10.0565], [1.3410, -1.9713, -10.8132], [2.4837, -4.0873, -10.8683], [1.0019, -1.3487, -6.3102], [1.1461, -3.1724, -6.1245], [-0.2768, -2.5715, -6.6878], [2.4332, -3.8827, -8.1208], [0.7511, -4.1184, -8.7921], [3.1719, -2.5808, -9.8625], [1.8709, -1.6209, -11.6989], [1.1029, -1.1512, -10.1358], [0.3712, -2.3378, -11.1498], [1.6355, -4.4503, -11.2794], [3.0253, -3.7545, -11.6532], [-4.8179, 3.9311, 3.6381], [-5.5136, 4.5748, 4.7551], [-4.6144, 4.7565, 5.8827], [-5.3175, 4.6615, 7.2830], [-4.5840, 5.3287, 8.4524], [-5.4961, 3.2419, 7.6154], [-5.4264, 3.6293, 2.7856], [-4.3171, 2.9943, 3.8822], [-4.1995, 4.6889, 3.1570], [-3.8143, 4.0177, 5.8359], [-4.0513, 5.6796, 5.7450], [-6.2795, 5.1646, 7.3800], [-3.6607, 4.7615, 8.5698], [-5.1544, 5.2333, 9.3763], [-4.4125, 6.4043, 8.4109], [-4.7674, 2.7883, 7.0831], [-6.2982, 3.0377, 7.0366], [2.1739, 4.2699, 2.9887], [3.5784, 4.3563, 3.2268], [3.9961, 3.5294, 4.3291], [5.3745, 3.6654, 4.8840], [5.7981, 5.1378, 5.0787], [6.3596, 3.1878, 3.9141], [1.5829, 4.2841, 3.9044], [1.9453, 3.2870, 2.5766], [2.0238, 5.1955, 2.4331], [3.3270, 3.9208, 5.0954], [3.6786, 2.5219, 4.0603], [5.3910, 3.0795, 5.8031], [6.8196, 5.2307, 5.4474], [5.1810, 5.6108, 5.8426], [5.6527, 5.6595, 4.1327], [6.1866, 3.7823, 3.1161], [6.0924, 2.2876, 3.5424], [2.6156, -1.3390, -1.3624], [2.8297, -2.2653, -1.4739], [3.4588, -0.9155, -1.2012], [-2.3565, -0.9457, 3.5072], [-3.2343, -1.3270, 3.4914], [-1.8438, -1.5460, 4.0485], [-1.4282, 4.4943, -2.6967], [-1.3095, 3.6271, -2.3094], [-1.9306, 4.3337, -3.4955], [-5.4447, 0.0220, -1.8899], [-5.6266, 0.9260, -2.1467], [-4.4906, -0.0491, -1.9213], [-1.3140, 0.3231, -0.6874], [-1.3406, 0.2078, 0.2624], [-0.4220, 0.0784, -0.9340]]
}


No. 5
{
  "formula": "C34H62N5O5",
  "method": "ωB97M-V/def2-TZVPD",
  "total_energy_ha": -1982.435716,
  "orbital_gap_ev": 7.0,
  "homo_energy_ev": -9.6,
  "e_lumo_ev": -2.63,
  "total_charge": 1,
  "elements": ["C", "N", "C", "N", "C", "C", "C", "C", "O", "O", "N", "C", "C", "C", "C", "C", "C", "C", "C", "C", "C", "C", "C", "N", "C", "C", "C", "C", "N", "H", "H", "H", "H", "H", "H", "H", "H", "H", "H", "H", "H", "H", "H", "H", "H", "H", "H", "H", "H", "H", "H", "H", "H", "H", "H", "H", "H", "H", "H", "H", "H", "H", "H", "H", "H", "H", "H", "C", "C", "C", "O", "C", "H", "H", "H", "H", "H", "H", "H", "H", "C", "C", "C", "O", "C", "H", "H", "H", "H", "H", "H", "H", "H", "C", "C", "C", "O", "C", "H", "H", "H", "H", "H", "H", "H", "H"],
  "positions_angstrom": [[1.8723, -6.9391, 2.6587], [2.3324, -5.6118, 3.0586], [2.3709, -4.6002, 2.1928], [2.0223, -4.7001, 0.9206], [2.1801, -3.4765, 0.3939], [1.7876, -3.2754, -1.0247], [2.1578, -1.9864, -1.7426], [1.4021, -1.9447, -3.0488], [1.0334, -2.9303, -3.6137], [1.2046, -0.7206, -3.5109], [2.6311, -2.6256, 1.3095], [2.9569, -1.1890, 1.2741], [4.3324, -0.8977, 0.7046], [4.6802, 0.5881, 0.6533], [3.8693, 1.4045, -0.3522], [2.4007, 1.7319, 0.0021], [2.1142, 2.0441, 1.4597], [0.6040, 2.0474, 1.8408], [-0.3868, 2.1461, 0.6889], [-1.8364, 2.1503, 1.2489], [-2.6107, 0.8740, 0.9413], [-4.1222, 1.1016, 0.8590], [-4.9436, -0.1550, 1.1028], [-5.0954, -0.9998, -0.0717], [-5.9010, -2.1100, -0.0938], [-5.8172, -2.7107, -1.3342], [-4.9107, -1.9365, -2.1061], [-4.4852, -0.8958, -1.3003], [2.7548, -3.3349, 2.4725], [0.9478, -6.8318, 2.1036], [1.6298, -7.4848, 3.5603], [2.6090, -7.4625, 2.0635], [2.6130, -5.4585, 4.0098], [2.2416, -4.1006, -1.5637], [0.7201, -3.4608, -1.0854], [3.2050, -1.9540, -2.0251], [1.8983, -1.0780, -1.2092], [0.7720, -0.8146, -4.3744], [2.9582, -0.8503, 2.3057], [2.1354, -0.6745, 0.7943], [5.0532, -1.3885, 1.3604], [4.4899, -1.3206, -0.2828], [5.7193, 0.6428, 0.3349], [4.6669, 1.0455, 1.6380], [4.4085, 2.3233, -0.5634], [3.8568, 0.8607, -1.2975], [1.7751, 0.9295, -0.3838], [2.1223, 2.6087, -0.5756], [2.6074, 1.3620, 2.1454], [2.5108, 3.0352, 1.6780], [0.4044, 2.7877, 2.6071], [0.4126, 1.0791, 2.3171], [-0.2495, 3.0486, 0.1000], [-0.3105, 1.2687, 0.0569], [-1.7863, 2.2443, 2.3321], [-2.3733, 3.0160, 0.8699], [-2.4529, 0.1179, 1.7108], [-2.2961, 0.4278, -0.0020], [-4.4389, 1.8445, 1.5872], [-4.3995, 1.5060, -0.1120], [-5.9432, 0.1177, 1.4357], [-4.5066, -0.7345, 1.9151], [-6.5057, -2.4208, 0.7381], [-6.3314, -3.5954, -1.6560], [-4.6100, -2.1035, -3.1228], [-3.8084, -0.0865, -1.4965], [3.0541, -2.9337, 3.3435], [-1.0681, 7.5362, -0.0464], [-0.5108, 7.5943, -1.4662], [-0.0077, 6.1710, -1.6586], [-0.8639, 5.3310, -0.8769], [-1.6665, 6.1376, -0.0078], [-1.7991, 8.3127, 0.1707], [-0.2557, 7.6199, 0.6790], [-1.3128, 7.8099, -2.1751], [0.2712, 8.3392, -1.6009], [1.0191, 6.0600, -1.2920], [-0.0412, 5.8451, -2.6985], [-2.6953, 6.1351, -0.3830], [-1.6612, 5.7001, 0.9919], [-0.1772, -4.5146, -7.8814], [0.3161, -3.5782, -6.7813], [1.6786, -4.1767, -6.4574], [2.1639, -4.7540, -7.6694], [1.1117, -4.8096, -8.6364], [-0.9475, -4.0804, -8.5164], [-0.5750, -5.4311, -7.4404], [0.4330, -2.5659, -7.1795], [-0.3389, -3.5314, -5.9144], [1.5958, -4.9661, -5.7029], [2.3972, -3.4359, -6.1036], [1.3035, -4.0533, -9.4050], [1.1133, -5.7911, -9.1102], [-2.2142, 2.6835, 6.6237], [-1.2715, 1.5019, 6.8344], [-0.4910, 1.4960, 5.5273], [-0.4210, 2.8529, 5.0905], [-1.3245, 3.6550, 5.8619], [-2.6028, 3.1054, 7.5484], [-3.0616, 2.3812, 6.0041], [-0.6014, 1.7017, 7.6731], [-1.7835, 0.5600, 7.0250], [-1.0087, 0.9078, 4.7585], [0.5224, 1.1049, 5.6390], [-0.7388, 4.2778, 6.5450], [-1.8831, 4.3078, 5.1911]]
}


No. 6
{
  "formula": "C14H10F3N4OS2Sn",
  "method": "ωB97M-V/def2-TZVPD",
  "total_energy_ha": -2143.867024,
  "orbital_gap_ev": 6.8,
  "homo_energy_ev": -11.7,
  "e_above_lowest_kj_mol": 0.00,
  "e_lumo_ev": -4.86,
  "total_charge": 1,
  "elements": ["Sn", "N", "C", "S", "N", "N", "C", "C", "C", "C", "C", "C", "C", "O", "H", "H", "H", "H", "H", "H", "H", "F", "C", "F", "F", "C", "C", "C", "C", "N", "C", "S", "H", "H", "H"],
  "positions_angstrom": [[-0.2027, 0.5714, -1.5135], [-4.6021, 1.1000, -1.5463], [-3.2966, 0.7752, -1.4119], [-2.1336, 1.9733, -1.8552], [-3.0508, -0.4503, -1.0143], [-1.7122, -0.7600, -0.8410], [-1.5133, -2.0536, -0.6423], [-0.2875, -2.7459, -0.5723], [-0.3402, -4.1615, -0.3741], [0.7929, -4.9121, -0.3949], [2.0287, -4.2759, -0.6382], [2.1137, -2.9256, -0.8448], [0.9534, -2.1362, -0.7877], [1.0623, -0.8196, -0.9196], [-4.8995, 1.9791, -1.9255], [-5.2815, 0.3780, -1.3760], [-2.4344, -2.6207, -0.5428], [-1.3101, -4.6171, -0.2169], [0.7612, -5.9807, -0.2414], [2.9303, -4.8742, -0.6671], [3.0548, -2.4269, -1.0327], [2.2293, 5.3761, 1.2677], [2.6917, 4.1652, 0.9190], [3.7689, 3.9098, 1.6766], [3.0820, 4.2195, -0.3620], [1.6264, 3.1176, 1.1457], [1.1565, 2.9475, 2.4410], [0.1748, 2.0133, 2.7378], [-0.3329, 1.2603, 1.6995], [0.1164, 1.4319, 0.4578], [1.0841, 2.3189, 0.1495], [1.4936, 2.2683, -1.5819], [1.5749, 3.5618, 3.2292], [-0.1899, 1.8752, 3.7439], [-1.1085, 0.5176, 1.8347]]
}


Question: Which formula does entry 2 have?
Answer: C9H18S2


Question: What is the formula in the first record?
Answer: C4H12BNO